# 1
C12H10N5O2PdS2 | wB97M-V/def2-TZVPD

Each line ends with the Löwdin charge.
Element x y z (Å)
1 Pd 0.80822 0.16389 -0.53837  1.034
2 O 1.78288 -3.68125 -0.68675  0.132
3 C 1.20083 -2.63416 -0.75438  -0.552
4 O 1.80609 -1.45450 -0.57360  -0.193
5 C -0.26767 -2.53475 -1.03242  -0.188
6 C -1.07456 -3.65068 -1.12742  0.031
7 C -2.43173 -3.46134 -1.33125  -0.019
8 C -2.92749 -2.17035 -1.43473  -0.030
9 C -2.04972 -1.10453 -1.33439  -0.101
10 N -0.74310 -1.28798 -1.13974  0.013
11 H -0.62147 -4.62817 -1.03640  0.134
12 H -3.09869 -4.31034 -1.40253  0.122
13 H -3.98023 -1.98421 -1.59476  0.117
14 H -2.38897 -0.08147 -1.42166  0.116
15 N 1.45797 -1.51222 2.49394  0.140
16 C 1.17761 -0.19624 2.57897  -0.659
17 N 0.97034 0.56707 1.53271  -0.027
18 C 0.73064 1.88959 1.88738  -0.321
19 C 0.74071 2.12491 3.21198  -0.317
20 S 1.05965 0.65854 4.07053  1.114
21 C 0.50517 2.80612 0.76204  -0.315
22 C 0.32127 4.13653 0.75788  -0.315
23 S 0.21330 4.72044 -0.86721  1.115
24 C 0.41119 3.11774 -1.45950  -0.674
25 N 0.54023 2.21862 -0.50775  -0.071
26 N 0.40200 2.82416 -2.77063  0.124
27 H 1.82712 -1.83888 1.61163  0.085
28 H 1.76601 -2.00581 3.31366  0.113
29 H 0.56833 3.04882 3.73880  0.088
30 H 0.27681 4.81533 1.59319  0.090
31 H 0.38669 3.55068 -3.46355  0.111
32 H 0.63056 1.89447 -3.07566  0.103

## Properties
- Strongest force on any atom: 1.30 eV/A
- Total charge: +1
- HOMO: -11.4300 eV
- Electronic energy: -49297.286 eV
- Energy above the lowest of the compared OMol25 structures with the same formula, charge and spin: 138.4 kJ/mol

***

# 2
C5H13N2 | wB97M-V/def2-TZVPD

Each line ends with the Löwdin charge.
Element x y z (Å)
1 C 1.95089 0.74545 -0.42373  0.026
2 C 1.15129 1.54328 0.59723  -0.134
3 C 0.29476 0.61128 -0.11483  -0.507
4 C -0.15468 -1.91312 -0.23090  -0.011
5 C -0.22653 -0.58905 0.62412  -0.239
6 N -0.66957 1.11210 -1.08530  0.062
7 N -1.76427 -0.27621 0.82269  0.216
8 H 2.14790 1.31151 -1.32874  0.108
9 H 2.49453 -0.02778 -0.05424  0.058
10 H 1.23930 1.19926 1.67868  0.129
11 H 1.16155 2.69445 0.31420  0.162
12 H 0.82184 -2.39034 -0.24151  0.082
13 H -0.30824 -1.47073 -1.29941  0.114
14 H -0.91341 -2.62203 0.25922  0.108
15 H 0.35033 -0.68553 1.54636  0.148
16 H -0.39091 0.51963 -1.90529  0.106
17 H -0.50625 2.06002 -1.45015  0.110
18 H -1.94280 0.56680 1.38385  0.178
19 H -2.34763 -1.03391 1.09932  0.143
20 H -2.17361 0.04831 -0.06205  0.141

## Properties
- Strongest force on any atom: 5.17 eV/A
- Total charge: +1
- HOMO: -13.1730 eV
- Electronic energy: -8367.579 eV
- Energy above the lowest of the compared OMol25 structures with the same formula, charge and spin: 311.8 kJ/mol
- SMILES: C[C@H]([NH3+])C1(N)CC1

***

# 3
H10O4S | wB97M-V/def2-TZVPD

Each line ends with the Löwdin charge.
Element x y z (Å)
1 S 0.41060 3.27372 -1.62413  0.466
2 H -0.29797 3.13581 -2.75045  -0.226
3 H 0.55960 4.59813 -1.68704  -0.233
4 H 0.37202 -4.50487 0.12735  0.039
5 H 0.41968 -2.99596 0.32932  0.006
6 O -0.09891 -3.78329 0.55344  -0.062
7 H -2.52573 -1.52414 1.52948  0.067
8 H -1.49592 -1.90720 0.47716  0.044
9 O -1.77382 -1.15662 1.04610  -0.058
10 H -0.37607 -0.54308 1.96208  0.005
11 H 0.52136 0.62504 2.60743  0.056
12 O 0.52949 -0.19051 2.08451  -0.081
13 H 0.80456 -0.58243 0.25000  0.002
14 H 1.16900 -0.47363 -1.21222  0.043
15 O 0.66163 -1.02398 -0.60450  -0.067

## Properties
- Strongest force on any atom: 0.97 eV/A
- HOMO: -9.8489 eV
- Electronic energy: -19187.762 eV
- Energy above the lowest of the compared OMol25 structures with the same formula, charge and spin: 25.7 kJ/mol
- SMILES: O.O.O.O.S

***

# 4
C4H11NS2 | wB97M-V/def2-TZVPD

Each line ends with the Löwdin charge.
Element x y z (Å)
1 C 1.23925 0.49884 -1.00497  -0.100
2 C 2.07239 0.52798 1.37597  -0.062
3 C -2.91883 -0.25613 -0.90627  -0.632
4 C 0.83475 0.49530 0.46593  -0.587
5 N 0.01869 -0.60090 0.88211  -0.409
6 S -0.18172 -1.87919 -0.03835  0.858
7 S -2.63084 0.56671 0.64835  0.466
8 H 1.80853 1.39629 -1.23739  0.084
9 H 1.85497 -0.37149 -1.23016  0.065
10 H 0.35738 0.47612 -1.64294  0.070
11 H 2.72973 -0.31119 1.15296  0.078
12 H 1.76686 0.46804 2.41643  0.077
13 H 2.61188 1.45687 1.21195  0.080
14 H -2.80996 0.44300 -1.73425  0.013
15 H -3.91055 -0.70040 -0.91534  0.013
16 H -2.16865 -1.05674 -1.00601  -0.067
17 H 0.24632 1.39517 0.68648  0.114
18 H -0.92018 -2.54828 0.87550  -0.062

## Properties
- Strongest force on any atom: 2.26 eV/A
- HOMO (spin up / spin down): -7.6322 / -7.6466 eV
- Electronic energy: -27483.596 eV
- Energy above the lowest of the compared OMol25 structures with the same formula, charge and spin: 354.0 kJ/mol